# 1
The following is a DFT calculation (ωB97M-V with the def2-TZVPD basis set) of 4 unconnected molecules or ions with the total composition C16H20F12O8 in a non-equilibrium geometry.

Gap between HOMO and LUMO ... 11.3 eV
ΔE to the lowest compared entry with this formula, charge and spin ... 160.2 kJ/mol
Net charge ... 0
E_LUMO ... 0.235 eV
SMILES ... CCOC(=O)C(F)(F)F.CCOC(=O)C(F)(F)F.CCOC(=O)C(F)(F)F.CCOC(=O)C(F)(F)F
HOMO energy ... -11.05 eV
Multiplicity ... 1

Last column: natural (NBO) charge in e.
Element x y z (Å)
C 1.719 4.534 -2.019  -0.633
C 0.295 4.555 -2.462  -0.080
O 0.265 4.024 -3.812  -0.483
C -0.870 4.042 -4.434  0.701
O -1.800 4.653 -4.127  -0.532
C -0.839 3.181 -5.706  0.897
F -1.045 4.001 -6.784  -0.323
F 0.300 2.538 -5.878  -0.298
F -1.830 2.300 -5.670  -0.301
H 1.838 4.619 -0.947  0.220
H 2.277 5.317 -2.540  0.216
H 2.223 3.617 -2.346  0.224
H -0.056 5.590 -2.428  0.199
H -0.364 3.953 -1.827  0.192
C 0.899 0.699 2.825  -0.636
C 1.886 0.618 1.668  -0.093
O 1.199 0.100 0.548  -0.461
C 1.932 -0.200 -0.437  0.707
O 3.077 -0.139 -0.457  -0.536
C 1.104 -0.708 -1.672  0.900
F -0.189 -0.988 -1.341  -0.314
F 1.090 0.248 -2.658  -0.312
F 1.684 -1.858 -2.173  -0.314
H 0.034 1.322 2.560  0.220
H 1.230 1.139 3.766  0.232
H 0.534 -0.310 3.047  0.212
H 2.750 0.022 1.977  0.201
H 2.302 1.611 1.464  0.193
C -2.204 -3.838 -1.411  -0.626
C -3.357 -2.879 -1.457  -0.080
O -2.966 -1.744 -2.292  -0.475
C -3.831 -0.816 -2.366  0.698
O -4.845 -0.826 -1.853  -0.547
C -3.423 0.337 -3.310  0.897
F -3.417 1.429 -2.692  -0.290
F -2.249 0.208 -3.858  -0.306
F -4.324 0.412 -4.294  -0.320
H -1.311 -3.404 -0.976  0.219
H -1.971 -4.195 -2.413  0.218
H -2.521 -4.682 -0.794  0.218
H -3.557 -2.466 -0.464  0.195
H -4.250 -3.380 -1.826  0.199
C 3.376 -1.957 4.033  -0.640
C 2.760 -3.130 4.786  -0.076
O 1.325 -2.970 4.947  -0.481
C 0.886 -2.163 5.867  0.694
O 1.498 -1.405 6.489  -0.540
C -0.631 -2.204 5.995  0.895
F -0.937 -2.306 7.286  -0.307
F -1.129 -1.066 5.517  -0.310
F -1.168 -3.202 5.364  -0.294
H 4.455 -2.002 4.014  0.231
H 3.072 -0.993 4.439  0.227
H 2.914 -1.999 3.035  0.204
H 3.216 -3.158 5.790  0.194
H 2.947 -4.081 4.309  0.204

Atoms 1-6, force components in eV/Å:
C 1.079 -0.440 -0.751
C -0.322 0.374 0.172
O 1.666 -0.396 1.073
C 2.069 -1.331 -1.329
O -3.826 1.978 1.017
C -0.348 0.726 -0.817

---

# 2
The following is a DFT calculation (ωB97M-V with the def2-TZVPD basis set) of a molecular structure, C16H20F3O4OsS in a non-equilibrium geometry.

Gap between HOMO and LUMO (alpha / beta) ... 3.9 / 6.7 eV
Net charge ... -1
⟨S²⟩ ... 6.0204
E_LUMO (alpha / beta) ... 2.421 / 2.282 eV
HOMO energy (alpha / beta) ... -1.50 / -4.38 eV
Multiplicity ... 5

Last column: Mulliken spin population.
Element x y z (Å)
Os 0.182 0.205 1.069  1.669
C -1.415 0.851 2.421  0.021
C -2.149 0.422 1.274  0.223
C -1.856 -0.952 1.036  0.189
H -2.784 1.048 0.664  0.005
C -0.908 -1.378 2.014  0.153
C -0.693 -0.270 2.904  0.088
H -0.155 -0.296 3.850  -0.047
H -1.427 1.849 2.858  -0.011
H -2.264 -1.566 0.238  -0.003
H -0.481 -2.375 2.092  -0.009
C 2.025 1.389 0.986  0.178
C 1.778 0.889 2.290  -0.054
C 1.817 -0.536 2.219  0.358
H 1.631 1.496 3.187  -0.006
C 2.033 -0.915 0.871  -0.067
C 2.177 0.278 0.108  0.148
H 2.308 0.339 -0.973  0.037
H 2.121 2.434 0.708  -0.010
H 1.765 -1.226 3.061  -0.040
H 2.112 -1.937 0.496  -0.023
O -0.402 0.091 -1.006  0.105
C 0.144 -2.784 -2.559  0.779
C -0.843 -1.739 -2.973  -0.016
C -0.221 -3.510 -1.315  -0.053
C 1.565 -2.346 -2.763  -0.022
C -1.061 -0.311 -2.164  0.119
H -1.851 -2.162 -3.047  0.015
H -0.658 -1.433 -4.012  0.023
H -0.794 0.504 -2.852  0.002
H -2.139 -0.198 -1.965  0.006
H -0.165 -4.591 -1.423  0.041
H -1.234 -3.255 -0.989  0.013
H 0.421 -3.245 -0.456  0.041
H 2.088 -2.956 -3.501  0.040
H 2.167 -2.343 -1.840  0.026
H 1.596 -1.301 -3.125  0.008
F -0.559 5.704 1.006  -0.001
C -0.772 4.384 1.065  0.001
F -0.018 3.855 2.086  0.000
F -2.078 4.137 1.352  0.000
S -0.298 3.593 -0.540  0.012
O -1.156 4.174 -1.543  0.006
O 1.138 3.777 -0.632  0.000
O -0.688 2.207 -0.179  0.057

Atoms 1-6, force components in eV/Å:
Os -2.583 1.766 -3.857
C -0.514 0.450 -0.119
C -1.331 -1.105 0.275
C -1.063 0.640 0.233
H 0.288 -0.044 -0.057
C -1.118 -1.030 1.095

---

# 3
The following is a DFT calculation (ωB97M-V with the def2-TZVPD basis set) of 2 unconnected molecules or ions with the total composition C16H20F8N3O in a non-equilibrium geometry.

Gap between HOMO and LUMO ... 4.5 eV
Net charge ... +1
E_LUMO ... -6.412 eV
HOMO energy ... -10.94 eV
Multiplicity ... 1

Last column: natural (NBO) charge in e.
Element x y z (Å)
C -3.372 3.003 5.234  -0.677
C -3.817 3.251 3.668  0.028
C -5.381 3.230 3.112  -0.235
C -5.777 3.493 1.525  -0.192
C -4.559 3.754 0.452  -0.269
C -3.019 3.752 1.022  -0.031
C -1.772 3.975 -0.069  -0.453
C -1.278 2.472 -0.496  -0.070
C -1.873 1.753 -1.844  -0.289
N -0.919 0.547 -1.969  -0.594
C 0.154 0.644 -0.905  0.872
N 0.892 -0.304 -0.242  -0.915
N 0.194 2.169 -0.670  -0.661
C -2.571 3.525 2.589  -0.274
H -4.234 3.235 6.018  0.246
H -2.974 1.922 5.453  0.241
H -2.508 3.795 5.454  0.237
H -6.278 3.009 3.868  0.251
H -6.906 3.492 1.189  0.253
H -4.703 3.944 -0.707  0.240
H -0.891 4.473 0.540  0.258
H -2.104 4.663 -0.959  0.249
H -1.599 1.825 0.446  0.237
H -2.013 2.364 -2.832  0.245
H -2.998 1.440 -1.607  0.259
H -0.562 0.503 -2.970  0.457
H 1.923 -0.497 -0.396  0.476
H 0.419 -0.843 0.543  0.479
H 0.593 2.450 -1.614  0.381
H -1.446 3.547 2.957  0.247
C 2.716 -3.695 -0.647  -0.141
C 4.065 -3.073 -0.258  0.590
C 4.768 -2.315 -1.379  0.526
F 5.074 -3.116 -2.424  -0.309
F 5.947 -1.797 -0.940  -0.315
F 4.867 -4.036 0.268  -0.297
F 3.824 -2.193 0.766  -0.337
O 2.741 -5.086 -0.979  -0.498
C 3.075 -5.384 -2.334  0.845
C 4.369 -6.195 -2.459  0.498
F 5.430 -5.526 -1.938  -0.316
F 4.671 -6.441 -3.762  -0.314
F 3.100 -4.237 -3.053  -0.322
F 2.030 -6.107 -2.820  -0.313
H 2.081 -3.643 0.246  0.223
H 2.178 -3.102 -1.397  0.198
H 4.157 -1.484 -1.743  0.120
H 4.287 -7.153 -1.938  0.166

Atoms 1-6, force components in eV/Å:
C -0.112 0.980 -0.059
C -0.227 0.299 -3.426
C 2.364 0.550 -2.299
C 4.381 -0.002 1.282
C 1.067 -0.750 4.334
C -1.399 -0.213 1.456

---

# 4
The following is a DFT calculation (ωB97M-V with the def2-TZVPD basis set) of a molecular structure, C16H20FeOS2 in a non-equilibrium geometry.

Gap between HOMO and LUMO (alpha / beta) ... 3.2 / 5.2 eV
ΔE to the lowest compared entry with this formula, charge and spin ... 0.0 kJ/mol
Net charge ... -2
⟨S²⟩ ... 6.1033
E_LUMO (alpha / beta) ... 4.918 / 4.916 eV
HOMO energy (alpha / beta) ... 1.70 / -0.27 eV
Multiplicity ... 5

Last column: Mulliken spin population.
Element x y z (Å)
C -5.876 1.418 -0.008  0.000
C -4.698 2.330 -0.306  -0.001
C -5.053 3.281 -1.424  0.000
O -3.467 1.602 -0.575  0.002
C -2.275 2.267 -0.453  0.009
S -0.836 1.426 -0.567  0.019
S -2.239 3.906 -0.143  0.001
H -6.741 2.101 0.107  0.000
H -6.103 0.641 -0.757  0.000
H -5.731 0.886 0.940  0.000
H -4.548 2.877 0.633  0.000
H -6.012 3.761 -1.177  0.000
H -4.300 4.076 -1.548  0.000
H -5.137 2.748 -2.387  0.000
C -0.670 -1.503 -1.100  0.016
C 0.771 -1.094 -1.099  0.579
C 1.710 -2.021 -0.514  0.002
C 3.096 -2.424 -0.915  0.020
C 3.721 -3.146 0.191  0.098
C 2.778 -3.163 1.309  0.126
C 1.572 -2.485 0.881  0.090
Fe 3.128 -1.316 0.675  2.731
C 2.578 0.589 0.971  0.142
C 3.582 0.457 -0.063  0.063
C 4.738 -0.209 0.518  0.004
C 4.430 -0.502 1.909  -0.022
C 3.093 -0.008 2.184  0.011
H -1.347 -0.882 -1.701  0.006
H -0.719 -2.616 -1.278  0.012
H -1.038 -1.295 -0.098  0.035
H 1.196 -0.399 -1.822  0.027
H 3.567 -2.264 -1.885  -0.011
H 4.696 -3.658 0.196  0.028
H 2.941 -3.669 2.264  0.010
H 0.671 -2.323 1.469  -0.016
H 1.631 1.117 0.862  0.000
H 3.512 0.852 -1.074  -0.018
H 5.676 -0.407 0.006  0.011
H 5.114 -0.942 2.630  0.022
H 2.588 -0.010 3.149  0.004

Atoms 1-6, force components in eV/Å:
C -0.104 -0.568 0.203
C 0.576 0.066 0.293
C 0.016 0.532 -0.640
O -0.881 -0.192 0.049
C 0.630 0.167 0.232
S -0.607 -0.090 -0.139